1.
This record from OMol25 describes an isolated molecule of C16H16ClFN2S. The level of theory is wB97M-V/def2-TZVPD.

Structure (XYZ):
```
37
Properties=species:S:1:pos:R:3:forces:R:3
C -0.1035 -1.1806 -1.4612 0.1 0.1 -0.1
C -1.2534 -0.4199 -2.0442 0.1 0.0 0.0
C -2.2058 -1.0784 -2.8205 -0.2 0.3 0.0
Cl -2.0893 -2.7954 -3.0143 0.0 -0.2 0.0
C -3.2356 -0.4086 -3.4576 0.0 -0.1 0.0
C -3.3228 0.9671 -3.3342 0.1 0.0 0.0
C -2.4111 1.6482 -2.5530 0.1 0.0 0.1
C -1.3940 0.9643 -1.8901 -0.4 -0.3 -0.2
N -0.4889 1.7077 -1.1069 0.1 0.1 -0.2
C -0.3146 1.6470 0.2462 -0.1 0.1 0.1
S 0.6184 2.8090 0.9614 0.4 0.6 0.2
N -0.9335 0.6652 0.9228 -0.1 -0.1 -0.6
C -0.8439 0.4959 2.3504 0.0 -0.2 0.5
C -0.0020 -0.7254 2.7484 -0.1 0.3 -0.1
C 1.4090 -0.6240 2.2360 -0.1 -0.2 0.1
C 2.2390 0.4086 2.6592 0.1 -0.2 -0.1
C 3.5225 0.5360 2.1645 0.2 -0.1 -0.1
C 3.9749 -0.3895 1.2419 -0.1 -0.1 0.0
F 5.2276 -0.2742 0.7501 -0.1 0.0 0.0
C 3.1833 -1.4386 0.8167 0.3 0.1 -0.1
C 1.8993 -1.5463 1.3219 0.0 0.1 0.1
H 0.6204 -0.5170 -0.9980 0.0 0.0 0.0
H 0.3939 -1.7409 -2.2519 0.0 -0.1 0.0
H -0.4506 -1.9049 -0.7250 0.0 -0.1 0.1
H -3.9479 -0.9576 -4.0521 -0.1 -0.1 0.0
H -4.1087 1.5038 -3.8418 -0.1 0.1 0.0
H -2.4793 2.7200 -2.4421 0.0 0.1 0.1
H -0.1823 2.5882 -1.4996 0.1 -0.2 0.2
H -1.4966 0.0081 0.4043 0.0 0.1 0.0
H -0.3920 1.4069 2.7482 -0.2 -0.1 0.0
H -1.8544 0.3920 2.7586 0.1 0.1 0.0
H 0.0032 -0.7847 3.8389 -0.1 -0.1 0.0
H -0.4715 -1.6327 2.3620 0.0 -0.1 0.1
H 1.8791 1.1285 3.3776 -0.1 0.1 0.1
H 4.1661 1.3420 2.4781 0.1 0.1 0.0
H 3.5681 -2.1506 0.1037 0.1 -0.1 -0.1
H 1.2768 -2.3692 1.0018 -0.1 -0.1 0.0
```
Positions in Å, forces in eV/Å.

Properties
Kohn-Sham gap = 8.66 eV
SMILES = Cc1c(Cl)cccc1NC(=S)NCCc1ccc(F)cc1
E_HOMO = -8.119 eV

2.
This record from OMol25 describes a cluster of 3 separate species, C16H16F2N3 in total. The level of theory is wB97M-V/def2-TZVPD.

Structure (XYZ):
```
37
Properties=species:S:1:pos:R:3:forces:R:3
N 0.1028 0.3392 -1.7010 0.5 -0.6 0.9
C 1.1715 -0.0753 -0.8258 0.8 -0.3 2.4
C 0.9935 -0.1515 0.6382 3.1 -0.8 -2.1
C 2.1810 -0.6349 1.3936 -2.0 0.6 -0.4
N 3.3471 -0.9820 0.8466 -1.3 0.5 0.7
N 3.4306 -0.8510 -0.4481 -0.2 0.2 -2.4
C 2.4995 -0.4477 -1.3436 -2.3 0.6 1.6
H -0.6902 -0.2821 -1.4900 0.3 0.3 -0.4
H -0.2121 1.2743 -1.4250 0.2 -0.2 -0.2
H 0.0501 0.1276 1.1501 0.8 -0.3 -0.4
H 2.0679 -0.7349 2.4996 0.4 0.1 -1.1
H 4.3335 -1.1225 -0.8601 -0.3 0.1 0.6
H 2.7331 -0.3992 -2.4267 0.0 -0.1 1.0
F 0.2817 -0.2417 3.8137 0.0 0.2 -0.3
C 0.1785 -1.1423 4.8239 -0.1 -0.6 0.7
C 1.3291 -1.6460 5.4002 0.2 0.2 -0.2
C 1.2232 -2.5639 6.4370 -0.2 0.0 0.0
C -0.0305 -2.9725 6.8754 0.0 0.0 0.0
C -1.1784 -2.4606 6.2827 0.2 0.0 0.0
C -1.0742 -1.5347 5.2532 -0.2 0.2 -0.2
H 2.2984 -1.3211 5.0397 0.0 0.0 0.1
H 2.1172 -2.9603 6.9022 0.0 0.0 -0.1
H -0.1120 -3.6917 7.6814 0.0 0.1 0.0
H -2.1550 -2.7825 6.6224 0.0 0.1 0.0
H -1.9578 -1.1182 4.7853 0.0 0.0 0.0
F -4.3584 1.2459 -5.4185 0.0 0.0 0.0
C -3.1388 1.8038 -5.4565 0.4 0.2 0.0
C -2.1465 1.3190 -4.6240 0.0 -0.2 0.2
C -0.8822 1.8930 -4.6664 -0.1 0.2 -0.2
C -0.6290 2.9507 -5.5327 0.1 0.0 0.0
C -1.6369 3.4310 -6.3603 0.0 -0.2 0.2
C -2.8984 2.8513 -6.3268 -0.2 0.1 -0.1
H -2.3659 0.4993 -3.9504 0.0 0.0 -0.1
H -0.0955 1.5165 -4.0247 -0.1 0.0 0.0
H 0.3565 3.4008 -5.5622 -0.1 0.0 0.0
H -1.4402 4.2575 -7.0320 0.0 -0.1 0.0
H -3.6932 3.2066 -6.9705 0.0 0.0 0.0
```
Positions in Å, forces in eV/Å.

Properties
net charge = +1
Kohn-Sham gap = 5.95 eV
E_HOMO = -11.242 eV

3.
This record from OMol25 describes an isolated molecule of C16H16F6N2O4S. The level of theory is wB97M-V/def2-TZVPD.

Structure (XYZ):
```
45
Properties=species:S:1:pos:R:3:forces:R:3
O 1.8146 -3.0271 3.4883 0.2 1.0 -0.6
C 1.8787 -1.9505 2.9199 -2.1 -1.4 0.9
O 2.9689 -1.6073 2.1585 0.2 1.3 -0.8
C 3.9649 -2.5906 1.9797 -0.3 -0.8 1.0
C 5.3914 -2.0594 2.2010 -0.3 0.4 1.5
F 5.5213 -1.0330 1.4256 1.3 1.3 -1.7
F 5.4954 -1.5399 3.4751 -0.3 -1.0 -0.8
F 6.4004 -2.9678 2.0731 -1.4 1.0 -0.2
C 3.7853 -3.4588 0.7348 -0.5 -1.7 -1.2
F 4.5642 -4.5553 0.8531 0.9 0.8 0.0
F 2.5775 -4.0455 0.5278 -0.2 1.4 0.8
F 4.0554 -2.8107 -0.4133 0.3 0.0 0.6
N 0.7840 -1.0531 2.9342 3.5 -0.8 -0.1
C -0.5633 -1.5980 2.8446 0.0 -2.7 -0.2
C -1.2220 -0.7736 1.7754 0.2 0.3 0.3
C -2.3987 -1.0403 1.0737 -0.6 1.5 -1.3
C -2.6671 -0.1325 -0.0254 2.0 0.3 1.0
C -1.7168 0.8528 -0.4357 -0.2 0.5 -0.7
N -1.9857 1.6412 -1.6587 1.2 0.7 1.6
C -2.2403 0.9549 -2.9216 -1.3 -1.5 1.8
C -2.0649 1.7490 -4.1788 -1.6 -0.4 -0.7
S -3.1028 3.2609 -4.0593 -1.1 2.3 -0.7
O -2.3374 4.3800 -4.5958 -0.1 -1.0 -0.1
O -4.4766 3.0916 -4.5506 1.9 -0.6 0.7
C -3.1284 3.6384 -2.2879 -0.1 -4.2 0.8
C -1.7606 3.1454 -1.7400 -1.3 -2.6 1.5
C -0.5334 1.0710 0.3119 0.4 0.6 -1.1
C -0.3239 0.2618 1.4428 -0.6 0.2 -2.8
C 0.9038 0.2302 2.2735 -1.2 2.2 1.9
H 3.8999 -3.2085 2.8215 -0.6 -1.7 1.1
H -0.4401 -2.6113 2.4215 0.0 0.1 0.0
H -1.0495 -1.9100 3.7972 0.1 1.4 -0.3
H -3.1245 -1.8626 1.3245 1.0 1.0 -0.2
H -3.5592 -0.0251 -0.5873 -1.0 -0.8 -0.2
H -3.2885 0.5281 -2.8207 1.1 0.2 -0.8
H -1.5299 0.1364 -2.9435 -0.1 -0.6 -0.4
H -1.0328 1.9934 -4.3431 0.3 0.6 -0.1
H -2.4254 1.1238 -5.0571 0.3 1.0 1.0
H -3.9995 3.0405 -1.7688 1.8 1.3 -1.0
H -3.1969 4.6416 -2.1113 -0.6 2.8 -0.3
H -1.5947 3.4599 -0.6657 0.0 0.0 -1.4
H -0.9124 3.3479 -2.4060 -0.2 0.5 0.4
H 0.2258 1.8432 -0.1602 -1.4 -1.7 1.5
H 1.9091 0.4418 1.7833 -1.6 -0.3 0.8
H 0.5347 1.0272 3.0899 1.9 -1.0 -1.4
```
Positions in Å, forces in eV/Å.

Properties
Kohn-Sham gap = 8.67 eV
SMILES = O=C(OC(C(F)(F)F)C(F)(F)F)N1Cc2ccc(N3CCS(=O)(=O)CC3)cc2C1
E_HOMO = -8.350 eV

4.
This record from OMol25 describes a structure of composition C16H16N2PtS4SbTe. The level of theory is wB97M-V/def2-TZVPD.

Structure (XYZ):
```
41
Properties=species:S:1:pos:R:3:forces:R:3
Pt 1.0812 1.0692 1.7005 -0.4 0.2 0.1
S 2.5832 4.8455 3.3236 0.0 -0.1 0.1
Sb 1.6999 4.2258 1.3371 0.2 0.1 0.0
S -0.3025 2.8701 1.7043 -0.1 0.0 0.0
S 2.7535 2.2197 0.5065 0.2 0.0 -0.1
S 1.3546 5.7283 -0.3090 0.0 0.0 -0.1
Te 0.3500 -0.4737 -0.6675 0.2 -0.3 -0.2
C -0.5769 -1.8996 -1.9530 -0.1 -0.1 -0.1
C 0.0747 -2.3311 -3.1076 -0.2 -0.1 0.0
C -0.5323 -3.2531 -3.9547 0.0 0.1 0.1
C -1.7932 -3.7525 -3.6548 0.0 0.0 0.0
C -2.4453 -3.3309 -2.5041 0.0 0.0 0.0
C -1.8376 -2.4126 -1.6553 0.0 -0.1 -0.1
C -0.5974 1.1752 -1.5473 -0.1 0.1 0.0
C -1.9687 1.3456 -1.3909 0.0 0.1 -0.1
C -2.5853 2.4720 -1.9155 0.0 0.0 0.0
C -1.8297 3.4402 -2.5637 0.0 0.0 0.0
C -0.4596 3.2760 -2.6988 0.0 0.0 0.0
C 0.1617 2.1363 -2.2022 -0.1 0.1 0.1
H 1.0538 -1.9374 -3.3504 0.0 0.0 0.0
H -0.0206 -3.5761 -4.8532 0.0 0.0 0.0
H -2.2674 -4.4663 -4.3168 0.0 0.0 0.0
H -3.4296 -3.7151 -2.2648 0.0 0.0 0.0
H -2.3506 -2.0865 -0.7583 0.0 0.0 0.0
H -2.5477 0.6200 -0.8336 0.0 0.0 0.0
H -3.6507 2.6133 -1.7786 0.0 0.0 0.0
H -2.3045 4.3415 -2.9307 0.0 0.0 0.0
H 0.1387 4.0531 -3.1554 0.0 0.0 0.0
H 1.2359 2.0318 -2.2649 0.0 0.0 0.0
C 0.3868 -2.3188 2.9649 0.0 0.0 0.0
C 1.3109 -1.3886 3.6615 0.0 0.1 0.0
N 1.6578 -0.1793 3.2760 0.3 0.1 0.3
C 2.5247 0.3397 4.2269 0.0 -0.1 -0.1
C 2.7046 -0.5841 5.1983 -0.1 -0.1 0.0
N 1.9308 -1.6707 4.8275 0.1 0.0 0.1
H -0.1279 -1.7857 2.1677 0.0 0.0 0.0
H -0.3580 -2.7154 3.6561 0.0 0.0 0.0
H 0.9295 -3.1563 2.5231 0.0 0.0 0.0
H 2.9292 1.3348 4.1225 0.0 0.0 0.0
H 3.2883 -0.5721 6.1011 0.0 0.0 0.0
H 1.8357 -2.5325 5.3336 0.0 0.0 0.0
```
Positions in Å, forces in eV/Å.

Properties
net charge = -1
Kohn-Sham gap (spin up / spin down) = 5.90 / 5.77 eV
multiplicity = 3
E_HOMO (spin up / spin down) = -4.050 / -4.178 eV

5.
This record from OMol25 describes an isolated molecule of C16H16N4O3S. The level of theory is wB97M-V/def2-TZVPD.

Structure (XYZ):
```
40
Properties=species:S:1:pos:R:3:forces:R:3
C -4.5053 -0.8834 3.1824 5.3 -2.1 -2.2
O -3.9597 -0.6673 1.7070 4.2 3.6 8.5
C -4.6357 -1.0601 0.8148 -5.1 -3.5 -7.1
O -5.6293 -1.8339 0.9458 2.4 2.3 -1.4
C -3.9541 -0.4874 -0.5876 -2.7 -1.2 2.8
C -4.2953 -0.7765 -1.8679 2.5 1.2 2.0
C -3.2715 -0.1479 -2.5686 0.1 3.2 0.2
C -2.5614 0.7765 -1.6624 -3.6 -6.5 -6.6
C -1.3171 1.2723 -2.0354 1.5 7.0 3.9
S 0.1702 0.5038 -1.5072 0.5 -3.4 -2.9
C 0.7803 1.1680 -0.1324 -8.8 6.6 -0.6
N 0.1344 2.3128 0.4755 1.3 0.0 -1.5
N 1.0377 2.7788 1.3679 -3.2 -1.5 0.3
N 1.9034 1.9530 1.6417 1.8 0.2 -1.9
N 1.8228 1.0168 0.4264 4.5 3.1 6.8
C 2.6797 0.0801 0.4654 9.4 -7.6 -2.7
C 2.3225 -1.1888 0.1528 -3.6 -3.2 2.3
C 3.1583 -2.2878 0.0713 3.8 -0.5 -5.3
C 4.5865 -1.9290 -0.3291 -2.0 -7.4 4.1
C 5.6043 -3.1691 -0.2673 -3.5 -1.6 -1.4
C 5.1207 -0.7791 0.1198 -3.9 -2.5 -1.4
C 4.1787 0.0739 0.3295 -4.4 12.4 2.3
C 4.7171 1.8077 0.5238 -1.4 -4.5 3.5
O -2.9791 0.4242 -0.5191 0.0 -0.1 5.4
H -5.4572 -0.6119 3.1317 -4.0 1.3 0.1
H -3.8333 -0.2748 3.8420 -0.7 -0.8 -0.8
H -4.4227 -1.9979 3.1979 0.0 1.1 0.9
H -5.1515 -1.3109 -2.0071 -1.8 -1.6 -1.2
H -3.2601 -0.0470 -3.6113 0.4 0.0 -1.4
H -1.2939 1.8789 -2.9192 0.3 -0.8 -1.2
H -1.3189 2.2739 -1.3513 0.6 -1.6 -0.9
H 1.2647 -1.4738 0.3625 0.4 0.4 -0.7
H 2.8757 -3.3311 -0.4379 0.1 2.4 1.9
H 5.0481 -4.2596 -0.5854 1.5 3.1 1.4
H 6.2532 -3.0167 -1.0648 1.6 0.1 -1.4
H 6.1765 -3.1793 0.6674 -0.5 -0.3 -0.2
H 6.0694 -0.6360 0.0133 5.6 1.5 -0.2
H 4.3581 1.9424 1.6751 1.1 0.4 -3.0
H 5.7916 1.6429 0.4912 0.0 0.8 -0.3
H 4.2276 2.4561 -0.1899 0.2 0.1 0.0
```
Positions in Å, forces in eV/Å.

Properties
Kohn-Sham gap = 8.40 eV
SMILES = COC(=O)c1ccc(CSc2nnnn2-c2ccc(C)cc2C)o1
E_HOMO = -8.509 eV

6.
This record from OMol25 describes a structure of composition C16H16N4OS. The level of theory is wB97M-V/def2-TZVPD.

Structure (XYZ):
```
38
Properties=species:S:1:pos:R:3:forces:R:3
C 4.1748 -1.7914 2.8435 1.2 15.3 1.1
H 5.1021 -1.5180 2.3938 0.7 0.3 -0.2
O 3.1160 -0.8126 2.1989 2.4 -1.8 7.0
C 2.9687 -0.9771 0.9572 0.5 0.3 -2.5
C 3.6937 -1.7757 0.1974 -0.2 -3.3 -5.4
C 3.2793 -2.0206 -1.1982 1.3 1.0 3.0
C 2.3193 -1.2701 -1.6281 -4.2 6.0 -4.0
C 1.7015 -0.0847 -0.9539 1.5 -4.4 0.5
C 2.0936 -0.0939 0.3693 -3.8 3.5 0.7
H 1.5796 0.5631 1.1914 1.1 -0.9 -1.7
C 0.5694 0.6945 -1.6839 6.0 3.5 8.5
N -0.2028 0.0677 -2.4980 -8.2 -1.3 6.7
C -1.4443 -0.2807 -1.8759 -1.8 -5.5 -12.4
N -2.1339 -1.0920 -3.1069 4.0 4.6 3.6
C -1.0461 -0.8811 -4.0013 -9.8 -4.4 1.8
N -0.0052 -0.4898 -3.5879 8.8 2.6 -3.4
H -1.2183 -1.4495 -4.7814 0.0 -2.2 -4.6
N -2.0861 -0.1818 -0.7784 -0.4 0.2 0.4
H -2.9778 -0.5909 -0.6405 -0.7 -0.4 0.0
C -1.2810 0.3125 0.1762 2.5 5.5 3.6
C -1.9982 1.1586 1.2260 -1.4 -2.7 -5.3
C -3.2807 1.4950 1.0405 -5.0 4.7 -0.6
C -3.8112 2.1918 2.2441 2.8 -2.7 2.4
C -2.9131 1.8933 3.3377 -2.2 3.7 -0.1
S -1.4415 1.4243 2.6622 2.7 -0.4 5.5
H -3.0494 2.4457 4.3821 0.7 -1.6 -2.4
H -4.6402 2.7853 2.6129 -0.6 -0.3 -1.3
H -3.9102 1.7607 0.0547 1.9 -1.5 2.0
C -0.2605 1.3219 -0.4237 -2.5 3.3 -4.8
H 0.2560 1.9157 0.3556 0.2 -0.8 -0.8
H -0.9406 2.2400 -1.0827 1.6 -2.5 2.2
H -0.5544 -0.2579 0.6557 0.5 -2.5 1.1
H 1.0695 1.4923 -2.1229 0.9 1.8 -1.0
H 2.0517 -1.0943 -2.6921 0.3 -1.5 0.4
H 3.7424 -2.6738 -1.8919 0.7 -0.8 0.0
H 4.2278 -2.6585 0.2396 2.0 -1.2 2.6
H 4.0080 -2.6268 2.6980 -3.6 -14.3 -3.3
H 4.2009 -1.6969 3.9007 -0.3 1.0 0.8
```
Positions in Å, forces in eV/Å.

Properties
Kohn-Sham gap = 8.52 eV
E_HOMO = -7.928 eV

Number 3 is which compound? C16H16F6N2O4S